No. 1
Formula: C4H12
Source: the Open Molecules 2025 dataset
Level of theory: ωB97M-V/def2-TZVPD

Last column: Mulliken charge in e.
Atoms and positions in Å:
C 2.24552 -1.33653 1.22176  -0.8724
C 1.48675 -0.02548 1.42658  -0.6594
H 3.11002 -1.15289 0.59537  0.2778
H 2.48708 -1.84864 2.14534  0.2924
H 1.58167 -2.02806 0.69008  0.2589
H 0.67158 -0.11792 2.14197  0.2981
H 1.14165 0.35995 0.47376  0.0890
H 2.19971 0.68485 1.85633  0.3141
C -1.64961 1.41163 -1.25669  -0.7506
C -2.07696 -0.04336 -1.42315  -0.8297
H -2.32188 1.83269 -0.49439  0.2500
H -0.69900 1.58098 -0.74964  0.2224
H -1.70699 1.98436 -2.17660  0.2834
H -3.13525 -0.11167 -1.65471  0.3004
H -1.80391 -0.65356 -0.56056  0.2556
H -1.53038 -0.53635 -2.23543  0.2701

Its HOMO-LUMO gap is 12.72 eV. As for the SMILES: CC.CC. The calculation puts the strongest force on any atom at 0.02834 Eh/bohr.

No. 2
Formula: C4H12
Source: the Open Molecules 2025 dataset
Level of theory: ωB97M-V/def2-TZVPD

Last column: Mulliken charge in e.
Atoms and positions in Å:
C 1.94378 -2.59050 0.46697  -0.8715
C 1.39480 -1.22677 0.03242  -0.6665
H 1.24045 -3.17014 1.05007  0.2841
H 2.14876 -3.25646 -0.38544  0.2607
H 2.90410 -2.45861 0.96654  0.2534
H 2.22198 -0.51750 0.03286  0.2836
H 0.65077 -0.92490 0.77838  0.1751
H 0.90343 -1.27724 -0.93527  0.2801
C -1.79880 1.72817 -0.95628  -0.9666
C -1.51443 2.09185 0.49113  -0.6959
H -2.52443 2.47050 -1.34521  0.3205
H -1.02715 1.80108 -1.70442  0.3046
H -2.29479 0.79382 -1.21186  0.3055
H -0.62779 1.61194 0.91216  0.2183
H -2.38356 1.89932 1.10805  0.2486
H -1.32951 3.16830 0.55143  0.2661

Its HOMO-LUMO gap is 12.76 eV. As for the SMILES: CC.CC. The calculation puts the strongest force on any atom at 0.03993 Eh/bohr.

No. 3
Formula: C4H12
Source: the Open Molecules 2025 dataset
Level of theory: ωB97M-V/def2-TZVPD

Last column: Mulliken charge in e.
Atoms and positions in Å:
C -0.32028 -2.25895 -0.81658  -0.7798
C 0.93377 -1.63244 -1.42562  -0.5970
H -0.14380 -3.05675 -0.08376  0.2965
H -0.95576 -1.57447 -0.25287  0.1634
H -0.95793 -2.61504 -1.62052  0.2810
H 0.55202 -1.04425 -2.26825  0.2320
H 1.70356 -2.32557 -1.74391  0.3062
H 1.31153 -0.93759 -0.66589  0.0888
C 0.38582 2.19630 0.78002  -0.6505
C -0.86688 1.69196 1.52741  -0.6598
H 1.08615 2.74380 1.38863  0.2894
H 1.02867 1.40475 0.37210  0.1135
H 0.02141 2.78093 -0.06611  0.2499
H -1.71468 2.30672 1.18523  0.2626
H -0.80252 1.57738 2.58540  0.3171
H -1.26107 0.74323 1.10472  0.0867

Its HOMO-LUMO gap is 12.50 eV. As for the SMILES: CC.CC. The calculation puts the strongest force on any atom at 0.04591 Eh/bohr.

No. 4
Formula: C4H12
Source: the Open Molecules 2025 dataset
Level of theory: ωB97M-V/def2-TZVPD

Last column: Mulliken charge in e.
Atoms and positions in Å:
C 1.65795 -0.81133 -1.18739  -0.6974
C 1.26182 0.63540 -1.47786  -0.9280
H 0.76652 -1.38937 -0.90738  0.1533
H 1.93996 -1.38135 -2.07529  0.3238
H 2.37308 -0.90860 -0.37565  0.2651
H 0.24765 0.71057 -1.86893  0.2938
H 1.20450 1.29173 -0.60676  0.2834
H 2.04686 1.05830 -2.10025  0.3164
C -1.86074 -0.53226 1.29916  -0.8508
C -1.02929 0.72993 1.37608  -0.3427
H -2.12909 -0.98214 2.26180  0.2949
H -2.84364 -0.34984 0.85784  0.2558
H -1.36299 -1.32402 0.74576  0.2346
H -0.45762 0.80384 0.45019  -0.2313
H -0.31379 0.73351 2.19994  0.2708
H -1.50117 1.71564 1.40874  0.3582

Its HOMO-LUMO gap is 12.57 eV. As for the SMILES: CC.CC. The calculation puts the strongest force on any atom at 0.02978 Eh/bohr.

No. 5
Formula: C4H12
Source: the Open Molecules 2025 dataset
Level of theory: ωB97M-V/def2-TZVPD

Last column: Mulliken charge in e.
Atoms and positions in Å:
C -0.99395 -2.41109 -0.12577  -0.5893
C -0.88292 -2.37018 1.44082  -0.8113
H -2.02070 -2.11741 -0.33545  0.2204
H -0.33927 -1.61571 -0.47516  0.1091
H -0.90682 -3.44716 -0.42058  0.2954
H -0.36805 -1.42751 1.79703  0.2366
H -0.05306 -3.03586 1.60908  0.2639
H -1.77380 -2.51498 2.08060  0.2778
C 0.56603 3.02341 -0.34465  -0.6863
C 1.22905 1.82726 -0.99839  -0.8847
H -0.21866 2.63208 0.28708  0.2501
H 1.35560 3.43212 0.32434  0.2103
H 0.26979 3.72915 -1.13744  0.2586
H 1.79068 1.94304 -1.92492  0.3478
H 0.50684 1.11604 -1.45406  0.2176
H 1.83922 1.23681 -0.32252  0.2839

Its HOMO-LUMO gap is 12.47 eV. As for the SMILES: CC.CC. The calculation puts the strongest force on any atom at 0.05918 Eh/bohr.

No. 6
Formula: C4H12
Source: the Open Molecules 2025 dataset
Level of theory: ωB97M-V/def2-TZVPD

Last column: Mulliken spin population.
Atoms and positions in Å:
C 1.66929 0.42391 -0.22217  0.1333
C 2.23742 1.48942 0.54388  0.2193
H 0.93390 -0.24337 0.31980  0.1607
H 0.94147 0.84565 -0.96796  0.1306
H 2.37463 -0.23892 -0.71627  -0.0071
H 1.65914 1.84191 1.44535  0.1388
H 2.07859 2.53765 0.10972  0.2048
H 3.30825 1.39395 0.72026  0.0046
C -1.43912 -1.31722 -0.68011  -0.0003
C -2.36698 -0.64628 0.35987  0.0015
H -0.90213 -2.17728 -0.29864  0.0036
H -2.06620 -1.59729 -1.53195  0.0039
H -0.69427 -0.64084 -1.08314  0.0050
H -3.39414 -0.95340 0.16337  0.0005
H -2.34699 0.43744 0.27538  -0.0002
H -2.17823 -0.98798 1.37669  0.0010

Its HOMO-LUMO gap (alpha / beta) is 11.50 / 3.81 eV. The charge is +1. The calculation puts the strongest force on any atom at 0.02319 Eh/bohr. As for the spin multiplicity: 2. As for the expectation value of S²: 0.753.

No. 7
Formula: C4H12AlINOP2S
Source: the Open Molecules 2025 dataset
Level of theory: ωB97M-V/def2-TZVPD

Last column: Mulliken charge in e.
Atoms and positions in Å:
C -2.50489 -1.14458 1.59863  -1.0957
C -1.00956 -1.05573 1.30840  0.6334
C -0.23717 -2.31030 1.67384  -1.1082
N -0.51206 0.00872 0.87020  -0.2171
Al 0.85787 0.49625 -0.20585  0.0354
I 2.20552 -1.49221 -1.24421  -0.4259
P 2.47180 1.68045 1.18422  0.0653
S 2.42903 3.67909 1.15375  -0.5306
P -0.03268 1.91725 -1.90969  0.1904
C 0.59905 1.14705 -3.45319  -0.9816
O -1.60209 1.25724 -2.02782  -0.5335
H -2.82533 -2.12893 1.94726  0.3226
H -2.77879 -0.40496 2.35357  0.2879
H -3.04863 -0.89365 0.68617  0.2695
H -0.61416 -3.18244 1.13210  0.2941
H 0.82509 -2.20127 1.46494  0.2557
H -0.38075 -2.50400 2.74221  0.3298
H 2.32420 1.17854 2.50021  0.0111
H 3.78058 1.18764 0.98193  0.0283
H 0.09088 1.60156 -4.30671  0.3220
H 1.66882 1.36047 -3.52826  0.3069
H 0.47065 0.06410 -3.48798  0.2514
H -2.17735 1.73974 -1.43371  0.2890

Its HOMO-LUMO gap is 6.82 eV. The charge is -1. The calculation puts the strongest force on any atom at 0.00774 Eh/bohr.

No. 8
Formula: C4H12B2F9KO2
Source: the Open Molecules 2025 dataset
Level of theory: ωB97M-V/def2-TZVPD

Last column: Mulliken charge in e.
Atoms and positions in Å:
K 14.81886 10.58070 0.57565  0.8843
B 11.77597 12.18975 1.89154  0.6593
F 13.06493 12.62030 1.50447  -0.3860
F 10.75838 12.97363 1.30957  -0.3825
F 11.58692 10.83801 1.57803  -0.4442
F 11.70701 12.34362 3.31937  -0.4254
B 15.38812 7.95888 -2.36659  0.6239
F 14.22803 7.27484 -2.80784  -0.4025
F 15.34711 8.09013 -0.93422  -0.4281
F 16.54587 7.17509 -2.64444  -0.4257
F 15.45856 9.19177 -2.98759  -0.3592
F 13.40587 11.66680 -1.56420  -0.9645
C 13.06990 9.94316 5.10629  -1.1247
C 13.65216 8.99086 4.08392  -0.1667
O 13.45956 9.46908 2.75495  -0.3706
H 12.03770 10.24766 4.90195  0.3277
H 13.57513 10.91403 5.02177  0.2807
H 13.15897 9.57428 6.12869  0.3528
H 13.23354 7.98349 4.20966  0.2128
H 14.73809 8.92741 4.20035  0.2471
H 12.62341 9.96249 2.77996  0.2613
C 18.96431 10.40519 1.89016  -1.0061
C 18.88907 9.69843 0.54656  -0.2257
O 17.59379 9.90519 0.00597  -0.3960
H 18.91405 11.47356 1.69745  0.2595
H 19.90276 10.11675 2.37564  0.3529
H 18.17087 10.08119 2.56109  0.2277
H 19.09839 8.62543 0.59831  0.3387
H 19.63557 10.13743 -0.12857  0.2325
H 17.29459 9.14170 -0.50863  0.2466

Its HOMO-LUMO gap is 5.29 eV. The charge is -2. The calculation puts the strongest force on any atom at 0.02854 Eh/bohr.

No. 9
Formula: C4H12BCsO2S
Source: the Open Molecules 2025 dataset
Level of theory: ωB97M-V/def2-TZVPD

Last column: Mulliken charge in e.
Atoms and positions in Å:
Cs 0.71468 -3.36959 -0.97246  0.9593
B 1.02756 -3.03157 -4.16754  0.1698
H 0.96177 -2.89159 -5.32184  -0.2184
H 1.51622 -2.04842 -3.77826  -0.2232
H -0.00347 -3.08444 -3.64445  -0.3503
H 1.67678 -3.94746 -3.87999  -0.2690
C 0.43244 1.78607 2.30667  -0.5655
C -0.28620 2.45776 1.13544  -0.6282
C -0.59186 1.37950 0.10005  -0.6830
S -1.04152 -0.05571 1.08238  1.0123
O -0.16480 -1.13376 0.63888  -0.6385
O -2.47033 -0.18749 1.14819  -0.6314
C -0.43434 0.56914 2.68212  -0.7015
H 0.63941 2.45058 3.14174  0.3527
H 1.41981 1.48600 1.94024  0.2763
H 0.21767 3.32584 0.71184  0.3505
H -1.25165 2.88046 1.44229  0.2938
H 0.29187 1.13857 -0.49174  0.3522
H -1.40434 1.49063 -0.61696  0.3956
H 0.03151 -0.18813 3.30547  0.3972
H -1.28122 0.97361 3.23795  0.3493

Its HOMO-LUMO gap is 7.74 eV. The calculation puts the strongest force on any atom at 0.03827 Eh/bohr.

No. 10
Formula: C4H12BrNO
Source: the Open Molecules 2025 dataset
Level of theory: ωB97M-V/def2-TZVPD

Last column: Mulliken charge in e.
Atoms and positions in Å:
C 0.15000 -2.33838 0.32886  -1.3170
C 0.37279 -0.75918 0.74104  0.1563
C 0.26655 0.23678 -0.39034  -0.5902
O 0.09123 1.59192 0.01090  -0.3657
C -0.20638 2.53982 -1.00168  -0.6324
N -0.63399 -0.52510 1.84041  -0.2927
H -0.51359 -1.14964 2.62498  0.3530
H -0.74816 0.43322 2.13822  0.3364
H -1.55343 -0.86841 1.60195  0.3482
H -0.78351 -2.28291 -0.23112  0.4322
H 0.00448 -3.03535 1.15418  0.3851
H 0.86245 -2.72171 -0.40160  0.3646
H 1.33000 -0.55720 1.22173  0.2933
H -0.54044 -0.11217 -1.03461  0.3135
H 1.17256 0.09468 -0.97947  0.3163
H -0.36373 3.43991 -0.40740  0.2449
H -1.12798 2.29586 -1.53011  0.3026
H 0.58977 2.67832 -1.73316  0.2309
Br 1.63135 1.03954 -3.95278  -0.8794

Its HOMO-LUMO gap is 4.86 eV. The calculation puts the strongest force on any atom at 0.05151 Eh/bohr.

No. 11
Formula: C4H12Cl3NSi2
Source: the Open Molecules 2025 dataset
Level of theory: ωB97M-V/def2-TZVPD

Last column: Mulliken spin population.
Atoms and positions in Å:
C 0.30944 -1.96973 1.39371  0.0134
C -1.32351 0.91028 1.56271  0.0050
C -1.72884 -1.03836 -0.86883  -0.0011
C 2.18728 0.05743 -0.61841  0.3838
N 0.87344 0.47428 -0.48713  0.0376
Si 0.45416 1.92763 -1.34599  0.0054
Si -0.49251 -0.46180 0.45577  0.0037
Cl 3.11943 1.01715 -1.78735  0.1986
Cl 2.31205 -1.63012 -1.16982  0.1188
Cl 3.08868 0.32647 1.02281  1.2324
H -0.52537 -2.31579 1.91376  -0.0002
H 0.68947 -2.80345 0.93078  -0.0018
H 1.11597 -1.62750 1.93702  -0.0029
H -1.40066 1.81048 0.95569  -0.0022
H -2.41145 0.67209 1.85154  0.0006
H -0.82791 0.99138 2.61579  0.0010
H -2.20789 -0.26658 -1.53265  0.0020
H -1.31489 -1.76734 -1.60481  0.0008
H -2.55918 -1.72512 -0.49745  -0.0009
H -1.01597 2.44285 -1.26267  0.0045
H 0.62330 1.95866 -2.74070  0.0005
H 1.03496 3.01708 -0.72376  0.0010

Its HOMO-LUMO gap (alpha / beta) is 6.26 / 5.00 eV. The calculation puts the strongest force on any atom at 0.10964 Eh/bohr. As for the spin multiplicity: 3. As for the expectation value of S²: 2.006.

No. 12
Formula: C4H12Cl3O4Zn
Source: the Open Molecules 2025 dataset
Level of theory: ωB97M-V/def2-TZVPD

Last column: Mulliken charge in e.
Atoms and positions in Å:
Zn -22.98987 -5.39911 21.24512  0.6141
Cl -21.97531 -3.49106 22.40741  -0.6290
Cl -25.25623 -5.84497 22.05426  -0.6477
Cl -21.48650 -7.18841 22.24603  -0.6773
C -21.47975 -6.04524 18.68131  -0.3876
C -22.73360 -6.89824 18.44071  -0.4869
O -23.47301 -6.86845 19.67670  -0.2485
O -21.46412 -5.22060 19.85658  -0.3773
H -21.22721 -5.41989 17.82501  0.3648
H -20.74606 -6.84794 18.75533  0.2880
H -22.37710 -7.87990 18.12871  0.3631
H -23.26804 -6.46954 17.59294  0.2593
H -24.08472 -7.60514 19.60815  0.2151
H -20.79505 -4.54215 19.73974  0.2379
C -23.98804 -1.57667 19.37407  -0.7233
C -23.12842 -2.84900 19.00508  -0.2319
O -23.79230 -3.89256 19.54704  -0.1633
O -24.02653 -1.19797 20.72374  -0.4595
H -25.05824 -1.66272 19.18602  0.3111
H -23.72666 -0.76614 18.69375  0.3517
H -22.11991 -2.77061 19.41113  0.2379
H -23.05108 -3.04840 17.93627  0.2809
H -24.65915 -4.02368 19.15594  0.2001
H -23.13014 -1.02835 21.02259  0.3083

Its HOMO-LUMO gap is 7.34 eV. The charge is -1. The calculation puts the strongest force on any atom at 0.06642 Eh/bohr.